# 1
28
Properties=species:S:1:pos:R:3:lowdin_charge:R:1 method="wB97M-V/def2-TZVPD" lumo_energy_ev=0.1 relative_energy_kcal_mol=157.5 energy_ev=-20150.8604 fmax_ha_per_bohr=0.101
C 1.58 -2.19 0.33 -0.07
C 0.40 -1.80 -0.29 -0.04
C 2.55 -1.31 0.68 0.02
C 1.17 0.46 -0.17 0.03
C 0.17 -0.43 -0.55 -0.19
C 2.36 0.07 0.38 -0.25
C 3.34 2.20 0.32 -0.11
C -1.12 0.05 -1.07 -0.17
C -2.30 -0.71 0.47 -0.14
N -1.35 1.35 -1.33 0.09
N -3.19 -1.69 -0.01 0.09
N -3.01 0.51 0.83 -0.40
O -2.42 1.53 1.13 0.02
O -4.20 0.63 0.54 0.02
O 3.35 0.89 0.76 -0.05
H 1.80 -3.20 0.27 0.09
H -0.36 -2.52 -0.47 0.10
H 3.29 -1.55 1.30 0.08
H 0.92 1.45 -0.34 0.08
H 3.42 2.30 -0.78 0.11
H 4.35 2.65 0.45 0.10
H 2.65 2.84 0.76 0.07
H -1.54 -0.50 -1.82 0.11
H -1.48 -1.03 0.95 0.08
H -1.22 2.21 -0.72 0.14
H -1.88 1.63 -2.10 0.08
H -3.21 -2.46 0.62 0.08
H -4.07 -1.35 -0.14 0.03

# 2
26
Properties=species:S:1:pos:R:3:lowdin_charge:R:1 method="wB97M-V/def2-TZVPD" lumo_energy_ev=-8.4 relative_energy_kcal_mol=1.3 energy_ev=-24830.4843 fmax_ha_per_bohr=0.107 total_charge=+2
C 1.57 0.93 3.45 0.03
C 2.16 -0.28 3.04 -0.03
C 0.70 1.62 2.53 -0.02
C 2.07 -0.61 1.68 0.00
C 0.47 1.18 1.25 -0.05
C 1.37 0.20 0.79 -0.23
C 0.52 0.73 -1.50 -0.05
C -1.56 -0.47 -1.63 -0.63
C 1.33 -0.16 -0.60 -0.19
N -0.68 0.63 -1.94 0.06
N -2.87 -0.12 -2.20 0.15
N 2.20 -0.86 -1.27 0.25
S -1.85 -0.86 0.19 0.86
H 1.45 1.21 4.55 0.16
H 2.84 -0.83 3.69 0.13
H 0.16 2.50 2.79 0.11
H 2.73 -1.52 1.38 0.16
H -0.32 1.61 0.54 0.13
H 0.86 1.63 -1.87 0.13
H -1.09 -1.39 -2.15 0.17
H -3.42 0.57 -1.52 0.23
H -3.47 -0.83 -2.49 0.14
H -2.54 0.48 -3.07 0.22
H -1.11 -1.97 0.20 -0.10
H 2.80 -1.63 -0.76 0.21
H 2.07 -1.09 -2.26 0.16

# 3
26
Properties=species:S:1:pos:R:3:lowdin_charge:R:1 method="wB97M-V/def2-TZVPD" lumo_energy_ev="-3.8 / -3.8" relative_energy_kcal_mol=126.8 energy_ev=-15492.7468 fmax_ha_per_bohr=0.109 total_charge=+1
C -1.16 -2.13 -2.79 -0.09
C -0.47 -0.90 -2.94 -0.03
C -1.31 -2.75 -1.63 -0.04
C -0.12 -0.20 -1.81 -0.03
C -0.81 -2.12 -0.48 -0.14
C -0.22 -0.79 -0.52 -0.26
C -0.58 1.93 0.99 -0.06
C 1.76 1.57 0.52 0.01
C 0.77 0.91 2.57 0.00
N -0.69 -2.57 0.85 0.07
N -0.42 -2.00 1.79 0.27
N 0.20 -0.32 0.60 0.08
N 0.52 1.04 1.13 -0.36
H -1.62 -2.61 -3.64 0.11
H -0.26 -0.55 -3.94 0.12
H -1.80 -3.72 -1.42 0.14
H 0.54 0.73 -1.98 0.13
H -1.50 1.71 1.50 0.12
H -0.41 2.91 1.33 0.10
H -1.00 2.06 -0.11 0.16
H 2.59 0.89 0.60 0.11
H 1.48 2.03 -0.53 0.13
H 2.07 2.48 1.05 0.11
H 0.44 -0.18 2.83 0.11
H 1.82 0.88 2.93 0.12
H 0.19 1.70 3.07 0.11

# 4
28
Properties=species:S:1:pos:R:3:lowdin_charge:R:1 method="wB97M-V/def2-TZVPD" lumo_energy_ev="-10.5 / -10.4" relative_energy_kcal_mol=54.3 energy_ev=-27808.6281 fmax_ha_per_bohr=0.173 total_charge=+2
C 1.79 0.96 -0.01 -0.52
C 0.85 -1.24 0.04 -0.16
C -0.45 0.77 -0.01 -0.26
C 1.97 -0.41 0.06 -0.05
C -2.96 3.46 0.22 0.12
C 4.21 0.32 0.12 -0.49
C -1.90 2.66 -0.01 -0.14
C -2.85 0.35 -0.30 0.02
C 0.12 -3.67 -0.12 0.04
N 0.61 1.51 0.06 0.16
N 3.52 -0.82 -0.09 0.21
N -0.38 -0.61 -0.05 0.24
N -1.69 1.31 -0.14 -0.03
N 1.01 -2.54 -0.02 0.11
S 3.27 1.85 0.01 1.22
H -2.78 4.45 0.45 0.06
H -3.98 3.21 0.18 0.06
H 4.71 0.36 1.11 0.17
H 5.11 0.30 -0.40 0.11
H -0.91 3.21 0.22 0.15
H -2.97 -0.19 -1.21 0.08
H -2.87 -0.54 0.51 0.15
H -3.83 1.01 -0.19 0.14
H -0.50 -3.54 0.69 0.09
H 0.63 -4.52 0.03 0.08
H -0.55 -3.58 -0.94 0.11
H -1.14 -1.21 -0.38 0.15
H 1.97 -2.86 0.19 0.19

# 5
25
Properties=species:S:1:pos:R:3:lowdin_charge:R:1 method="wB97M-V/def2-TZVPD" lumo_energy_ev=0.8 smiles="Cc1ccc(O)cc1.CC(N)=O" relative_energy_kcal_mol=16.5 energy_ev=-15128.9144 fmax_ha_per_bohr=0.045
C -4.92 -1.03 -1.31 -0.01
C -3.75 -0.70 -0.40 -0.60
O -3.11 -1.49 0.23 0.05
N -3.50 0.65 -0.30 0.13
H -5.66 -0.24 -1.22 0.07
H -5.28 -2.03 -1.08 0.08
H -2.90 1.08 0.41 0.11
H -3.95 1.34 -0.88 0.08
H -4.55 -1.07 -2.34 0.08
C 4.14 1.47 1.54 -0.07
C 0.93 -0.79 -0.36 -0.32
C 2.11 -0.34 -1.03 -0.03
C 0.89 -0.51 0.98 -0.01
C 3.09 0.37 -0.40 -0.06
C 1.91 0.23 1.66 -0.04
C 2.97 0.74 0.95 -0.30
O -0.12 -1.31 -1.03 0.07
H 0.16 -1.37 -1.93 0.09
H 2.26 -0.60 -2.07 0.11
H 0.10 -0.80 1.66 0.11
H 3.90 0.75 -1.01 0.11
H 1.82 0.59 2.67 0.11
H 3.88 2.20 2.32 0.07
H 4.76 2.08 0.88 0.07
H 4.83 0.79 2.04 0.08

# 6
25
Properties=species:S:1:pos:R:3:lowdin_charge:R:1 method="wB97M-V/def2-TZVPD" lumo_energy_ev=0.6 smiles="Cc1ccc(O)cc1.CC(N)=O" relative_energy_kcal_mol=11.8 energy_ev=-15129.1205 fmax_ha_per_bohr=0.030
C -1.90 -0.41 -3.36 -0.05
C -0.45 2.00 -0.16 -0.32
C -0.66 2.61 -1.38 0.00
C -0.86 0.69 0.09 -0.05
C -1.26 1.82 -2.37 -0.05
C -1.37 -0.07 -0.94 -0.05
C -1.59 0.50 -2.20 -0.28
O 0.17 2.71 0.86 0.02
H 0.97 2.26 1.16 0.11
H -0.49 3.68 -1.41 0.12
H -0.81 0.35 1.12 0.11
H -1.28 2.25 -3.36 0.11
H -1.77 -1.07 -0.78 0.11
H -1.91 0.11 -4.29 0.07
H -1.16 -1.20 -3.34 0.08
H -2.86 -0.91 -3.20 0.08
C 1.76 -3.06 3.22 -0.01
C 1.90 -2.07 2.07 -0.60
O 2.98 -1.67 1.70 0.03
N 0.75 -1.78 1.40 0.16
H 0.78 -1.16 0.62 0.08
H -0.15 -2.07 1.74 0.09
H 2.02 -2.68 4.21 0.08
H 2.48 -3.84 2.98 0.09
H 0.75 -3.47 3.25 0.07

# 7
25
Properties=species:S:1:pos:R:3:lowdin_spin:R:1 method="wB97M-V/def2-TZVPD" lumo_energy_ev="-4.8 / -8.3" relative_energy_kcal_mol=88.3 multiplicity=2 energy_ev=-15118.2464 fmax_ha_per_bohr=0.099 s_squared=0.768 total_charge=+1
C -2.36 0.32 -2.26 0.00
C -2.60 -1.22 -2.22 0.00
O -3.28 -1.91 -2.95 0.00
N -1.80 -1.83 -1.30 0.00
H -1.81 -2.89 -1.21 0.00
H -1.30 -1.45 -0.50 0.00
H -2.95 0.92 -3.01 0.00
H -1.23 0.31 -2.64 0.00
H -2.43 1.01 -1.28 0.00
C 3.65 0.78 0.59 0.04
C -0.53 0.05 1.36 0.21
C -0.14 0.58 0.18 0.05
C 0.46 -0.49 2.34 0.16
C 1.22 0.67 -0.18 0.13
C 1.76 -0.13 1.99 0.00
C 2.19 0.34 0.75 0.21
O -1.79 0.22 1.98 0.17
H -2.20 1.11 1.81 0.00
H -0.90 1.14 -0.39 0.00
H 0.08 -1.16 3.17 0.00
H 1.64 1.39 -1.00 0.00
H 2.53 -0.35 2.80 0.00
H 3.46 1.85 0.29 0.01
H 4.25 0.19 0.03 0.01
H 4.06 0.54 1.65 0.00

# 8
26
Properties=species:S:1:pos:R:3:lowdin_charge:R:1 method="wB97M-V/def2-TZVPD" lumo_energy_ev="-1.2 / -1.4" relative_energy_kcal_mol=124.1 energy_ev=-25959.3170 fmax_ha_per_bohr=0.070
C -1.91 -1.77 0.36 -0.04
C -2.17 0.61 0.34 -0.05
C -0.61 -1.64 0.77 -0.01
C -0.84 0.76 0.71 -0.02
C -2.72 -0.65 0.14 -0.29
C -0.04 -0.37 0.97 -0.41
C -4.13 -0.81 -0.32 -0.06
C 2.36 0.68 -1.26 -0.13
C 3.83 0.87 1.20 -0.13
N 2.41 -1.47 0.55 -0.09
O 4.42 -0.89 -0.71 -0.35
O 1.17 -0.19 1.41 -0.08
S 3.26 -0.35 -0.04 0.62
H -2.33 -2.76 0.20 0.11
H -2.78 1.49 0.19 0.11
H 0.04 -2.49 0.91 0.11
H -0.43 1.74 0.88 0.11
H -4.71 0.10 -0.16 0.07
H -4.15 -1.04 -1.39 0.08
H -4.62 -1.64 0.21 0.08
H 1.51 1.14 -0.78 0.04
H 3.06 1.41 -1.64 0.06
H 2.04 0.01 -2.05 0.07
H 3.21 1.75 1.13 0.06
H 3.73 0.41 2.18 0.06
H 4.87 1.08 0.97 0.06

# 9
26
Properties=species:S:1:pos:R:3:lowdin_charge:R:1 method="wB97M-V/def2-TZVPD" lumo_energy_ev=0.2 smiles="C[C@@H]1C=CC=C[C@]1([C@@H](C)O)[N+](=O)[O-]" relative_energy_kcal_mol=147.7 energy_ev=-17170.3599 fmax_ha_per_bohr=0.115
C -2.22 0.30 0.35 -0.06
C -1.36 0.07 1.51 -0.08
C -1.73 0.73 -0.82 -0.02
C -0.04 0.02 1.53 0.05
C -0.26 0.92 -0.96 -0.29
C 0.69 0.14 -0.03 -0.19
C 0.11 2.37 -0.72 -0.04
C 1.53 -2.19 0.54 -0.03
C 0.82 -1.35 -0.56 -0.37
N 2.07 0.71 0.19 -0.36
O 2.38 1.24 1.24 0.10
O 2.81 0.61 -0.76 0.09
O -0.39 -1.87 -0.96 0.01
H -3.25 0.27 0.38 0.09
H -1.82 0.03 2.40 0.06
H -2.31 0.97 -1.60 0.09
H 0.44 -0.01 2.50 0.11
H 0.17 0.73 -1.89 0.13
H 1.06 2.70 -0.99 0.06
H -0.18 2.50 0.24 0.05
H -0.57 3.12 -1.40 0.15
H 1.52 -1.81 1.49 0.02
H 2.68 -2.32 0.34 0.12
H 1.09 -3.14 0.52 0.06
H 1.58 -1.50 -1.45 0.18
H -1.04 -1.44 -0.43 0.05

# 10
26
Properties=species:S:1:pos:R:3:lowdin_charge:R:1 method="wB97M-V/def2-TZVPD" lumo_energy_ev=-0.2 relative_energy_kcal_mol=132.6 energy_ev=-17171.0143 fmax_ha_per_bohr=0.094
C -0.44 1.15 0.47 -0.07
C 0.40 -1.66 0.69 -0.10
C -1.09 -1.41 1.03 -0.09
C -0.68 -0.70 -1.26 -0.08
C 0.70 -0.72 -0.48 -0.24
C -1.62 -0.59 -0.12 -0.24
C 0.92 0.72 -0.06 -0.47
C 1.92 1.02 1.05 0.00
C 1.39 1.58 -1.22 0.01
N -2.84 0.01 -0.14 -0.38
O -3.15 0.62 -1.19 0.03
O -0.94 1.98 1.14 0.21
O -3.56 -0.15 0.86 0.05
H 1.04 -1.51 1.48 0.09
H 0.40 -2.66 0.25 0.13
H -1.64 -2.32 1.06 0.12
H -1.12 -0.86 1.90 0.10
H -0.93 -0.03 -2.07 0.12
H -0.79 -1.72 -1.77 0.15
H 1.52 -1.06 -1.08 0.14
H 2.59 0.20 1.00 0.09
H 1.37 0.95 1.97 0.09
H 2.28 2.04 0.94 0.10
H 0.58 2.25 -1.45 0.10
H 1.37 0.88 -2.05 0.09
H 2.30 2.00 -0.95 0.06

# 11
25
Properties=species:S:1:pos:R:3:lowdin_spin:R:1 method="wB97M-V/def2-TZVPD" lumo_energy_ev="-0.8 / -0.9" multiplicity=3 energy_ev=-14901.3588 fmax_ha_per_bohr=0.256 s_squared=2.039
C 0.55 1.76 -1.63 0.03
C -0.87 1.75 -1.37 0.04
C -1.43 0.58 -1.99 0.10
C -0.36 -0.15 -2.62 0.07
C 0.86 0.57 -2.39 0.12
W 0.00 -0.04 -0.52 1.46
N 1.20 0.48 1.21 -0.05
C 0.57 0.96 2.33 -0.01
C -0.82 0.89 1.51 0.07
H -2.49 0.33 -2.03 0.02
H -1.43 2.54 -0.87 0.00
H -0.47 -1.05 -3.22 0.00
H 1.84 0.31 -2.78 0.02
H 1.24 2.55 -1.37 0.00
H -1.25 1.88 1.36 0.00
H 0.85 1.98 2.64 0.00
H 2.22 0.42 1.25 0.01
H -1.54 0.19 1.96 0.02
H 0.57 0.26 3.19 -0.01
C 0.25 -2.66 1.33 0.00
C -0.10 -2.25 -0.08 0.04
O -0.41 -3.05 -0.98 0.08
H -0.51 -2.27 2.03 0.00
H 1.22 -2.24 1.62 0.00
H 0.29 -3.76 1.42 0.00

# 12
23
Properties=species:S:1:pos:R:3:lowdin_spin:R:1 method="wB97M-V/def2-TZVPD" lumo_energy_ev="3.6 / 3.6" relative_energy_kcal_mol=16.9 multiplicity=2 energy_ev=-9558.0642 fmax_ha_per_bohr=0.061 s_squared=0.761 total_charge=-1
C -0.69 -1.47 3.09 0.01
C 0.17 0.96 0.24 0.21
C 0.13 -0.23 1.03 0.20
C -0.85 1.91 0.37 0.05
C -0.77 -0.35 2.09 0.05
C -1.75 1.81 1.41 0.19
C -1.72 0.66 2.29 0.19
H 0.90 1.10 -0.56 0.02
H 0.83 -1.07 0.89 0.02
H -0.79 2.75 -0.30 0.00
H -2.60 2.49 1.47 0.02
H -0.65 -2.53 2.84 0.00
H -1.44 -1.38 3.82 0.00
H -2.41 0.66 3.14 0.02
H 0.26 -1.30 3.64 0.00
C 1.84 -0.04 -3.64 0.00
C 1.05 -0.94 -2.63 0.01
H 1.77 -0.44 -4.65 0.00
H 1.33 0.92 -3.80 0.00
H 2.87 0.09 -3.28 0.00
H 0.30 -0.46 -2.06 0.00
H 1.79 -1.53 -2.15 0.00
H 0.42 -1.59 -3.25 0.00